[1]
16
Properties=species:S:1:pos:R:3:forces:R:3 method="wB97M-V/def2-TZVPD" multiplicity=1 e_homo_ev=-11.6 relative_energy_ev=0.230 smiles=CC.CC lumo_ev=1.09
C 0.52316 -1.22976 -1.60478 -0.2 -0.4 -0.1
C -0.13369 -2.52440 -2.07035 0.0 -0.7 -0.8
H 0.28147 -1.07145 -0.55411 0.1 0.2 0.0
H 1.60109 -1.20340 -1.71819 0.2 -0.1 -0.1
H 0.10825 -0.41868 -2.20358 0.0 0.2 0.2
H -0.19905 -2.59936 -3.16243 -0.2 0.5 0.0
H -1.14238 -2.58414 -1.66648 -0.1 -0.1 -0.1
H 0.35363 -3.48456 -1.86833 0.3 0.4 0.7
C 0.43841 1.84757 1.45931 1.1 -0.4 -0.4
C -0.82004 1.90653 2.27849 -0.3 1.2 -0.2
H 0.36950 1.08413 0.67963 0.0 0.2 -0.1
H 0.75021 2.78292 0.98965 -0.4 0.1 0.0
H 1.31899 1.57499 2.05207 -0.2 -0.2 0.2
H -1.15420 0.91144 2.55119 -0.1 0.1 0.4
H -1.62032 2.40998 1.72478 0.0 -0.4 -0.2
H -0.67502 2.59819 3.11310 0.0 -0.6 0.4

[2]
35
Properties=species:S:1:pos:R:3:forces:R:3 method="wB97M-V/def2-TZVPD" multiplicity=1 total_charge=-2 e_homo_ev=-2.4 relative_energy_ev=0.000 lumo_ev=3.54
Mg 1.80247 -1.84912 1.16769 -0.4 -0.1 0.3
Se 4.43226 -2.50410 -2.26016 0.0 0.0 0.0
Te 4.25222 -1.00796 -0.28211 0.0 0.0 0.0
Te 3.37557 1.41137 -1.20370 0.0 0.0 0.0
Se 0.90351 1.20845 -1.39871 0.0 0.1 0.0
O -0.25216 -1.23311 1.91993 -0.1 0.0 -0.1
C 0.24466 -0.11594 1.62928 0.0 0.0 0.1
O 1.51482 0.04231 1.67694 0.2 0.2 -0.1
C -0.55090 1.00297 1.07862 0.0 0.0 0.1
C -1.90108 0.97967 1.08443 0.0 0.0 0.0
C -2.64337 2.06553 0.53628 0.0 0.0 0.0
C -1.97784 3.20625 0.09407 0.0 0.0 0.0
C -0.60952 3.23958 0.08421 0.0 0.0 0.0
C 0.22466 2.06114 0.37769 0.0 -0.1 -0.1
N 0.04487 4.44219 -0.30038 0.0 0.0 0.0
O 1.27312 4.43040 -0.34831 0.0 0.0 0.0
O -0.61987 5.44672 -0.56491 0.0 0.0 0.0
N -4.05508 2.03591 0.53907 0.0 0.0 0.0
O -4.62571 1.03904 0.98926 0.0 0.0 0.0
O -4.68081 3.00230 0.09208 0.0 0.0 0.0
H -2.42043 0.14720 1.53771 0.0 0.0 0.0
H -2.53747 4.07451 -0.21746 0.0 0.0 0.0
H 1.16983 2.28417 0.86111 0.0 0.1 0.0
Se 3.28444 -5.60075 4.06671 0.0 0.0 0.0
C 2.73836 -4.26497 3.01345 0.0 0.0 0.0
N 2.37632 -3.39294 2.33206 0.1 0.0 -0.1
I -2.79193 -2.33505 -3.00542 0.0 0.0 0.0
C -0.94174 -2.43113 -2.10933 0.0 0.0 0.0
C 0.27938 -2.61234 -2.72821 0.0 0.0 0.0
N 1.20353 -2.58880 -1.76956 0.0 0.0 0.0
N 0.66127 -2.39046 -0.55888 0.2 0.0 -0.2
C -0.65258 -2.29186 -0.75128 0.0 0.0 0.1
H 0.54625 -2.74196 -3.76267 0.0 0.0 0.0
H 2.23456 -2.66532 -1.90453 0.0 0.0 0.0
H -1.30158 -2.09391 0.08501 0.0 0.0 0.0

[3]
10
Properties=species:S:1:pos:R:3:forces:R:3 method="wB97M-V/def2-TZVPD" multiplicity=1 e_homo_ev="-8.4 / -8.4" relative_energy_ev=6.976 smiles="C=C/N=N/C=O" lumo_ev="-1.56 / -1.67"
C -2.33833 -0.90795 -0.15088 2.4 -0.4 0.2
C -1.01330 -0.58400 -0.04156 2.1 -4.2 -0.6
C 2.31584 1.28330 -0.07149 3.9 1.7 2.4
N 1.22610 0.57394 0.17379 -4.8 -1.0 -0.8
N 0.01189 0.25978 0.26408 2.1 1.7 1.3
O 2.48462 2.52777 -0.10898 -1.4 -2.5 -0.9
H -2.45029 -2.03785 -0.27175 -0.5 2.1 0.3
H -0.43224 -1.60915 0.02366 -0.7 1.8 -0.4
H 3.29612 0.67118 0.27123 -2.2 0.5 -1.3
H -3.10042 -0.17701 -0.08811 -0.9 0.3 -0.3

[4]
21
Properties=species:S:1:pos:R:3:forces:R:3 method="wB97M-V/def2-TZVPD" multiplicity=3 e_homo_ev="-4.4 / -8.1" lumo_ev="0.49 / -3.86"
C 0.21799 2.65653 0.61695 0.2 0.2 2.6
C 1.03636 1.11306 2.83832 -0.8 -3.4 0.0
C -2.05006 -1.32404 -0.82070 -1.4 -0.6 0.8
C 0.26374 -1.98985 -2.33502 0.2 -1.8 -1.4
P -0.15163 1.07352 1.35349 0.9 0.8 1.1
P -0.53212 -0.61513 -1.52858 -2.5 0.4 -0.1
S 0.79031 -0.48275 0.17414 2.5 -1.1 1.3
S -0.67309 1.05914 -2.61975 0.0 -0.6 0.2
S -1.99052 0.61939 1.82238 -0.4 0.2 0.5
H 1.28578 2.70235 0.53052 0.7 0.3 0.3
H -0.15063 2.71093 -0.31815 -1.5 0.1 -3.2
H -0.23425 3.44734 1.22005 0.4 0.1 0.1
H 0.82219 1.87960 3.57481 0.3 0.7 -0.5
H 0.76662 0.15776 3.45073 0.5 1.3 -1.2
H 2.08778 0.93047 2.48597 -1.0 0.8 0.4
H -2.63603 -0.56420 -0.24226 1.0 -0.6 -0.3
H -2.80943 -1.58910 -1.59230 0.9 -0.5 0.2
H -1.76618 -2.20936 -0.09968 -0.6 1.7 -1.6
H -0.35357 -2.59245 -3.09482 0.4 1.3 1.1
H 1.00970 -1.43712 -2.93821 0.3 -0.9 0.4
H 0.64844 -2.80536 -1.63315 -0.1 1.6 -0.7

[5]
12
Properties=species:S:1:pos:R:3:forces:R:3 method="wB97M-V/def2-TZVPD" multiplicity=1 e_homo_ev=-8.9 relative_energy_ev=0.411 smiles=Oc1ccccn1 lumo_ev=0.95
C -1.17845 -0.02704 0.00420 1.3 -0.1 -0.2
C -0.48191 1.15432 0.09661 1.2 -1.2 -0.6
C 0.88659 1.05779 -0.01816 2.2 1.0 0.3
C 1.58649 -0.16123 -0.13709 0.5 -0.5 0.2
C 0.76102 -1.28694 0.03311 1.1 -1.0 0.5
H -2.87731 -0.95137 -0.09136 1.1 1.0 0.0
H -1.00428 2.03276 0.07474 -1.0 2.3 0.3
H 1.54626 1.96385 0.11775 -1.1 -0.8 -0.6
H 2.71736 -0.21809 -0.32704 -2.0 0.1 0.6
H 1.07297 -2.37122 0.32405 0.0 2.1 -1.1
N -0.54751 -1.15149 0.02350 -0.5 -2.4 0.5
O -2.48124 -0.04132 -0.10032 -2.8 -0.3 -0.1

[6]
15
Properties=species:S:1:pos:R:3:forces:R:3 method="wB97M-V/def2-TZVPD" multiplicity=1 e_homo_ev=-7.8 relative_energy_ev=2.455 smiles=CN(C)OB(O)O lumo_ev=0.24
B -2.16735 0.10009 0.18234 3.8 2.5 -1.2
C 0.72477 -0.87636 -0.54823 0.8 0.6 -2.1
C 1.35183 1.30390 0.37884 -4.5 1.3 -0.1
N 0.41872 0.21431 0.30252 -0.7 -0.3 1.8
O -2.23674 -1.12269 0.63693 1.7 -1.8 1.1
O -3.17881 0.79730 -0.34546 2.9 1.7 -1.7
O -0.80512 0.83168 -0.00362 -4.1 -1.5 -0.2
H 0.03434 -1.03275 -1.36413 -0.5 0.6 -0.4
H 1.69435 -0.74291 -1.02953 0.2 0.2 -0.1
H 0.76878 -1.83614 -0.14255 0.0 -1.4 1.6
H 1.09890 1.95926 1.20307 -0.3 0.0 0.3
H 2.24103 0.95094 0.56614 5.0 -1.9 0.7
H 1.29218 1.91332 -0.48831 0.3 0.6 -1.2
H -2.93375 -1.64889 0.98699 -0.9 0.0 0.0
H -3.99322 0.70132 0.01893 -3.7 -0.6 1.5

Max |F| (computed, eV/Å): 1.3; 0.5; 4.9; 3.5; 2.8; 5.4